Molecular formula: C26H48BClNOsP
Method: DFT, ωB97M-V with the def2-TZVPD basis set

E_LUMO (spin up / spin down) ... -0.50 / -1.88 eV
Multiplicity ... 5
Net charge ... 0
<S²> ... 6.024
E ... -54176.915 eV
ΔE to the lowest compared entry with this formula, charge and spin ... 4.739 eV

```
79
C26H48BClNOsP (ωB97M-V with the def2-TZVPD basis set)
Os -1.0615 0.6159 0.2783
Cl 0.9112 1.1926 1.5428
P -1.4655 -1.3186 -0.9556
N -1.3940 -0.7363 1.7467
C 0.2746 -5.2328 -0.3590
C -2.2840 -2.8856 -3.4226
C -2.1290 -5.4000 0.4673
C 2.0816 3.2201 -1.2907
C -0.0668 -3.8886 -1.0209
C -1.2053 -3.1488 -0.2988
C 2.4199 -1.0478 -1.5349
C -2.0566 -0.4294 -3.6316
C -0.1302 1.4033 -1.2356
C -2.3477 -1.8057 -5.7533
C -3.2443 -0.9378 -0.4978
C -5.7786 0.5277 -0.3477
C -4.4424 -1.4730 -1.3026
C -1.0919 -1.2504 2.7471
C 3.1398 2.1659 -1.0303
C 3.2905 1.1536 -2.1793
C -1.7410 -0.5442 -5.1308
C -0.9422 -6.1381 -0.1573
C -1.5414 -1.6429 -2.8591
C -5.7357 -0.9915 -0.6255
C -2.0367 -3.0660 -4.9345
C -4.5310 1.0808 0.2931
C -3.2744 0.5966 -0.4815
C 0.5778 2.7321 -1.1929
C -2.4520 -4.0574 -0.2096
C 2.4842 -0.0958 -2.4488
B -0.7590 -1.8816 4.0995
H 4.2380 0.6730 -2.0376
H -6.6264 0.7791 0.2920
H -2.8607 -4.2547 -1.2155
H -2.0034 -3.8134 -2.9098
H 2.9502 1.6918 -0.0819
H -4.3754 -1.0607 -2.3173
H -3.1467 -0.3684 -3.5075
H 2.2726 3.7687 -2.2211
H -0.8760 -2.9407 0.7356
H -5.9082 1.0567 -1.3000
H -3.3801 -1.3117 0.5224
H 1.0297 -5.7573 -0.9549
H 2.1396 3.9616 -0.4618
H -3.0168 -6.0431 0.4472
H -4.4002 0.7479 1.3319
H -1.9127 -5.2105 1.5290
H -5.7964 -1.5015 0.3489
H -0.6508 -0.5695 -5.2670
H -4.4790 2.1763 0.3047
H -1.1668 -1.1074 4.9634
H -0.4625 -1.7768 -3.0694
H 2.2046 -0.6569 -0.5429
H 4.1462 2.6861 -0.9650
H -0.3373 -4.0751 -2.0710
H -2.6383 -3.9069 -5.3071
H -1.3707 -2.9468 4.1523
H 1.6584 -1.8161 -1.5713
H -1.9844 -1.9348 -6.7776
H -0.0753 1.0281 -2.3100
H -3.3690 -2.7623 -3.2698
H -4.4274 -2.5819 -1.3720
H -2.1152 0.3438 -5.6538
H -3.2972 0.9590 -1.5084
H 0.1496 3.1030 -0.2411
H -3.4392 -1.6842 -5.8259
H -1.6445 0.5013 -3.2285
H 0.4523 -2.0485 4.1798
H -3.2517 -3.5599 0.3544
H 3.3450 1.7025 -3.1324
H 1.5447 0.1625 -3.0894
H -0.6671 -6.9841 0.4794
H -0.9841 -3.3466 -5.0951
H -1.2439 -6.5718 -1.1221
H 0.7278 -5.0286 0.6207
H 0.1005 3.1774 -2.0968
H -2.5960 1.2447 0.2579
H 0.8288 -3.2573 -1.0337
H -6.6037 -1.2707 -1.2343
```